DFT (wB97M-V/def2-TZVPD) results for a molecular structure, C34H38Cl4HgN9O2S.

Its relative energy (zero: lowest compared OMol25 entry of this formula, charge and spin) is 38.72 kJ/mol. As for the multiplicity: 2. Its expectation value of S² is 0.7678. For the lowest unoccupied orbital energy (alpha / beta), the calculation gives 0.1561 / 0.1559 Eh. As for the electronic energy: -4354.1483 Ha. For the largest force on an atom, the calculation gives 0.0051 hartree/bohr. The value obtained for the molecular weight is 979.21 g/mol. The net charge is -2. The frontier orbital gap (alpha / beta) is 4.6 / 5.6 eV.

Cartesian coordinates (Å):
Hg1 -0.591 0.286 0.074
C1 0.140 -4.853 -0.367
N1 1.483 -4.399 -0.077
C2 2.512 -5.168 -0.755
C3 1.647 -3.000 -0.059
N2 0.811 -2.139 -0.438
N3 2.854 -2.649 0.566
C4 3.278 -1.313 0.614
N4 3.490 -0.898 1.927
N5 3.503 -0.668 -0.453
H1 0.071 -5.916 -0.128
H2 -0.133 -4.720 -1.425
H3 -0.572 -4.308 0.251
H4 2.559 -6.178 -0.342
H5 3.477 -4.686 -0.622
H6 2.311 -5.246 -1.833
H7 -0.007 -2.509 -0.913
H8 2.993 -3.162 1.424
H9 2.741 -1.185 2.548
H10 3.636 0.099 2.005
H11 3.689 0.312 -0.250
Cl1 -3.004 1.352 6.726
C5 -2.184 0.670 5.348
C6 -1.269 -0.344 5.517
Cl2 -0.902 -0.959 7.105
C7 -0.643 -0.890 4.383
Cl3 0.579 -2.129 4.570
C8 -0.911 -0.472 3.078
O1 -0.310 -0.986 2.058
C9 -1.855 0.633 2.900
O2 -2.091 1.100 1.725
C10 -2.458 1.148 4.055
Cl4 -3.583 2.461 3.834
N6 0.585 4.767 -1.176
C11 0.708 5.061 -2.528
C12 1.430 6.165 -2.972
C13 1.486 6.474 -4.326
C14 0.852 5.659 -5.253
C15 0.157 4.535 -4.815
C16 0.055 4.249 -3.461
S1 -0.916 2.933 -2.845
N7 -0.078 2.498 -1.450
C17 0.475 3.431 -0.713
C18 0.986 3.148 0.584
C19 1.549 4.146 1.435
C20 1.999 3.829 2.682
C21 1.900 2.497 3.140
C22 1.320 1.580 2.285
N8 0.902 1.846 1.051
H12 1.117 5.374 -0.578
H13 1.938 6.792 -2.246
H14 2.040 7.346 -4.652
H15 0.906 5.884 -6.311
H16 -0.325 3.873 -5.524
H17 1.588 5.186 1.134
H18 2.395 4.606 3.326
H19 2.188 2.205 4.140
H20 1.161 0.558 2.602
C23 2.224 0.243 -4.422
C24 0.751 -0.052 -4.297
C25 -0.076 -0.023 -5.428
C26 -1.433 -0.238 -5.275
C27 -2.356 -0.195 -6.469
C28 -1.973 -0.479 -4.014
C29 -1.180 -0.509 -2.847
C30 0.211 -0.293 -3.055
N9 -1.643 -0.729 -1.575
C31 -3.053 -1.065 -1.339
C32 -3.550 -2.195 -2.281
C33 -3.953 0.178 -1.433
C34 -3.167 -1.613 0.088
H21 2.669 -0.312 -5.253
H22 2.752 -0.015 -3.504
H23 2.383 1.308 -4.617
H24 0.343 0.178 -6.411
H25 -1.815 0.091 -7.373
H26 -3.164 0.525 -6.315
H27 -2.820 -1.170 -6.647
H28 -3.044 -0.595 -3.949
H29 0.870 -0.292 -2.199
H30 -4.161 -1.829 -3.107
H31 -4.161 -2.903 -1.717
H32 -2.706 -2.738 -2.707
H33 -3.863 0.664 -2.405
H34 -3.656 0.894 -0.663
H35 -5.003 -0.086 -1.268
H36 -2.521 -2.486 0.212
H37 -4.201 -1.907 0.288
H38 -2.882 -0.866 0.829